No. 1
Formula: C3H12N2
Source: the OMol25 dataset
Level of theory: ωB97M-V/def2-TZVPD

HOMO energy: -21.22 eV
Kohn-Sham gap: 12.6 eV
DFT total energy: -6266.85175 eV

```
! RIJCOSX wB97M-V def2-TZVPD def2/J DEFGRID3
* xyz 2 1
H -1.768 -0.899 1.242
N 2.569 0.338 -0.315
H 1.143 1.546 0.398
H 1.024 0.508 1.840
C 0.064 -0.491 0.107
H -2.762 -1.160 -0.766
H 3.028 1.168 -0.693
H 2.549 -0.303 -1.117
H 0.282 -0.166 -0.918
H -1.745 -0.239 -1.619
C 0.943 0.547 0.748
H 0.428 -1.500 0.264
H 3.165 -0.220 0.295
H -2.991 0.488 -0.783
H -1.504 0.851 0.813
C -1.410 -0.188 0.505
N -2.286 -0.251 -0.752
*
```

=====

No. 2
Formula: C3H12N2O
Source: the OMol25 dataset
Level of theory: ωB97M-V/def2-TZVPD

HOMO energy: -9.21 eV
Kohn-Sham gap: 10.2 eV
DFT total energy: -8332.94443 eV

```
! RIJCOSX wB97M-V def2-TZVPD def2/J DEFGRID3
* xyz 0 1
H 2.209 -0.311 -0.458
N 1.491 1.199 -1.798
H 1.505 2.191 -1.666
H -2.410 1.446 -0.677
O -1.748 1.790 -0.065
H 0.560 -2.083 0.615
H -1.119 -1.695 2.423
H -1.695 -0.259 1.590
H -1.001 1.139 -0.167
C 1.425 0.452 -0.586
H 0.028 -0.819 -1.166
N 0.118 -0.222 -0.348
H 1.030 0.833 -2.605
C 0.169 -1.084 0.850
C -1.207 -1.225 1.474
H 1.581 1.162 0.214
H -1.873 -1.818 0.844
H 0.937 -0.698 1.525
*
```

=====

> What is the formula in the second record?

C3H12N2O

=====

> Look up the DFT total energy of the first one.

-6266.85175 eV